# 1
7
Properties=species:S:1:pos:R:3 method="wB97M-V/def2-TZVPD" relative_energy_kcal_mol=67.9 total_energy_ev=-24808.5340 homo_energy_ev="-9.1 / -9.2"
S 2.970 -0.656 -1.627
S 1.264 -1.601 -1.765
C 1.357 0.812 -0.389
C 2.510 0.865 -0.946
C 0.234 0.188 -0.079
H -0.017 -0.054 0.938
H -0.169 -0.470 -0.875



# 2
6
Properties=species:S:1:pos:R:3 method="wB97M-V/def2-TZVPD" relative_energy_kcal_mol=76.2 total_energy_ev=-17126.2843 smiles=C#[N+][O-].Cl homo_energy_ev=-10.2
Cl -1.639 0.668 2.015
O 2.531 -0.697 -3.680
N 1.895 -0.946 -2.711
C 1.116 -1.006 -1.840
H 0.580 -1.084 -0.902
H -1.385 -0.587 1.933



# 3
8
Properties=species:S:1:pos:R:3 method="wB97M-V/def2-TZVPD" relative_energy_kcal_mol=0.0 total_energy_ev=-53613.5842 charge=+1 homo_energy_ev=-14.5
Zn 2.175 -0.372 0.269
O -0.074 1.331 0.007
C -2.042 -0.309 0.011
C 0.307 0.152 -0.123
C -0.800 -0.842 -0.093
H -2.780 -0.727 0.698
H -0.577 -1.843 0.288
H -2.355 0.499 -0.655



# 4
54
Properties=species:S:1:pos:R:3 method="wB97M-V/def2-TZVPD" total_energy_ev=-85460.8591 charge=-1 homo_energy_ev=-4.4
Ga -2.282 -0.765 -2.881
S 2.188 -2.158 5.173
O -0.744 -1.234 -1.879
O 3.060 -3.143 5.765
O 2.635 -1.332 4.086
C 0.726 -0.252 1.408
C -2.587 3.983 -4.144
C 1.516 -1.126 6.487
C 0.643 -2.946 4.731
C -0.217 -2.816 5.983
C -2.499 1.267 -2.858
C 0.722 -0.924 0.026
C 2.039 -0.644 -0.714
C 2.258 0.837 -1.037
C 2.210 -1.498 -1.969
C -0.543 -0.499 -0.722
C 0.004 -1.387 6.497
C -1.213 2.028 -3.227
C -1.190 2.603 -5.723
C -1.325 3.140 -4.291
H 1.769 -0.092 6.267
H 2.587 1.390 -0.157
H -0.790 2.479 -2.325
H -2.833 1.560 -1.860
H -0.485 0.582 -0.917
H -0.480 1.779 -5.739
H 1.994 -1.436 7.414
H -1.384 -0.616 -0.012
H 1.537 -1.167 -2.757
H -0.797 3.378 -6.384
H -3.451 3.442 -4.529
H 1.729 -0.254 1.828
H -2.796 4.192 -3.096
H -2.147 2.268 -6.119
H 0.417 0.790 1.296
H 0.633 -2.005 0.164
H 0.227 -2.385 3.894
H -1.266 -3.010 5.764
H -2.512 4.915 -4.705
H 3.237 -1.429 -2.335
H -0.475 3.814 -4.135
H 0.109 -3.539 6.735
H 3.013 0.934 -1.817
H 0.038 -0.752 2.086
H 1.967 -2.541 -1.771
H -3.320 1.478 -3.543
H 1.354 1.314 -1.412
H -1.992 -1.224 -4.410
H -3.607 -1.485 -2.290
H 2.839 -0.934 -0.023
H -0.496 -0.680 5.832
H -0.457 1.320 -3.579
H 0.849 -3.970 4.430
H -0.409 -1.247 7.496



# 5
17
Properties=species:S:1:pos:R:3 method="wB97M-V/def2-TZVPD" relative_energy_kcal_mol=71.7 total_energy_ev=-10365.0740 smiles="C#C/C(C)=C1/C=NNC1" homo_energy_ev=-7.9
N -2.300 -0.556 -0.175
N -1.781 -1.775 0.167
C 1.116 0.250 0.143
C -0.031 -0.322 -0.070
C -0.500 -1.700 0.306
C 1.254 1.570 -0.336
C -1.230 0.274 -0.680
C 1.275 2.725 -0.598
C 2.226 -0.255 1.046
H -1.132 0.252 -1.794
H 0.178 -2.516 0.634
H 2.212 0.316 2.005
H 2.201 -1.322 1.295
H -3.271 -0.646 -0.488
H 1.794 3.657 -0.662
H -1.291 1.313 -0.416
H 3.212 0.012 0.621



# 6
11
Properties=species:S:1:pos:R:3 method="wB97M-V/def2-TZVPD" relative_energy_kcal_mol=57.7 total_energy_ev=-19952.2438 charge=-1 homo_energy_ev="-5.0 / -5.0"
S -1.868 -1.096 -1.880
N 2.109 -1.358 0.923
N 1.717 0.728 0.818
N 0.916 -1.316 0.297
N 2.565 -0.194 1.210
C -0.966 1.033 -0.533
C 0.777 0.001 0.274
C -1.652 -0.182 -0.458
H -1.108 1.830 0.338
H -1.966 -0.611 0.453
H -0.525 1.166 -1.441



# 7
80
Properties=species:S:1:pos:R:3 method="wB97M-V/def2-TZVPD" relative_energy_kcal_mol=6.2 total_energy_ev=-107964.3396 homo_energy_ev=-6.8
Ir -0.770 0.336 2.288
As -0.514 -0.426 -0.134
Si 2.531 0.444 3.053
N -1.332 1.062 0.414
C -1.970 2.173 -0.058
C 2.420 -1.433 2.966
C 3.823 -0.030 -2.050
C -2.652 0.789 3.310
C -1.564 -1.196 3.722
C 1.985 -1.303 -1.114
C -1.408 -1.076 -2.864
C -0.889 -0.205 4.459
C 2.652 0.996 4.850
C -2.685 -0.611 3.044
C -0.594 0.070 -3.412
C -3.300 4.496 -0.959
C 1.039 2.416 -1.292
C 1.457 -2.653 -0.686
C 5.211 0.020 -2.627
C 1.224 -0.126 -0.986
C -3.627 -3.747 -4.445
C 3.266 -1.237 -1.644
C -2.036 3.330 0.736
C -2.602 2.209 -1.311
C -2.528 -2.870 0.335
C -2.104 -1.849 -3.789
C -1.523 -1.396 -1.503
C 4.140 0.934 2.214
C -2.319 -2.481 -1.107
C -1.501 1.071 4.153
C -3.248 3.354 -1.747
C 3.062 1.117 -1.900
C -2.689 4.467 0.289
C 1.119 1.267 2.165
C 1.771 1.101 -1.373
C -2.890 -2.930 -3.421
C -2.984 -3.229 -2.070
H 2.222 -3.417 -0.816
H -1.211 2.017 4.580
H -0.074 -0.358 5.145
H -3.810 5.384 -1.306
H 5.930 -0.453 -1.957
H 0.382 2.557 -2.154
H -1.534 3.318 1.697
H 4.255 2.021 2.211
H -0.694 0.970 -2.808
H -3.729 3.346 -2.718
H 0.428 2.493 -0.398
H 5.017 0.504 2.704
H 1.165 -2.650 0.368
H 1.054 2.315 2.484
H -2.612 1.315 -1.926
H -1.263 -2.232 3.698
H 1.441 1.321 1.122
H 1.756 3.237 -1.288
H -3.391 -4.807 -4.343
H -3.325 1.529 2.904
H 2.416 -1.752 1.919
H -2.774 -3.928 0.412
H 3.278 -1.904 3.454
H 1.510 -1.813 3.433
H 0.468 -0.174 -3.462
H 5.255 -0.509 -3.581
H 3.844 -2.150 -1.735
H -4.706 -3.639 -4.321
H 5.529 1.048 -2.797
H -0.935 0.304 -4.420
H 3.017 2.026 4.884
H -2.710 5.346 0.923
H -3.370 -3.437 -5.457
H 0.584 -2.954 -1.269
H 3.353 0.380 5.417
H 3.482 2.074 -2.194
H -3.407 -1.129 2.438
H -3.370 -2.307 0.744
H -1.656 -2.668 0.957
H 1.692 0.979 5.370
H 4.136 0.601 1.171
H -2.020 -1.592 -4.840
H -3.594 -4.068 -1.751